[1]
This record from the Open Molecules 2025 dataset describes 2 unconnected molecules or ions with the total composition C3BrF3O2 at a distorted geometry. The level of theory is ωB97M-V/def2-TZVPD.

```
! wB97M-V def2-TZVPD RIJCOSX def2/J DEFGRID3
* xyz 0 1
Br 2.899 0.208 1.827
C 0.207 -0.250 0.128
F -1.453 -0.422 -1.585
O 2.103 2.794 0.886
C -1.270 -0.127 -0.301
C 2.035 1.643 0.884
F -2.204 -0.936 0.291
O 0.937 -1.123 0.475
F -1.778 1.135 -0.135
*
```

## Properties
LUMO energy (spin up / spin down): -1.39 / -1.13 eV
orbital gap (spin up / spin down): 8.09 / 7.88 eV
E: -3138.27911 Ha
relative energy (zero: lowest compared OMol25 entry of this formula, charge and spin): 253.2 kJ/mol
HOMO energy (spin up / spin down): -9.4870 / -9.0173 eV
molecular weight: 204.9 g mol⁻¹



[2]
This record from the Open Molecules 2025 dataset describes 7 unconnected molecules or ions with the total composition C16H44BBr3F4N3O2 at a distorted geometry. The level of theory is ωB97M-V/def2-TZVPD.

```
! wB97M-V def2-TZVPD RIJCOSX def2/J DEFGRID3
* xyz -1 1
C -0.442 2.109 -1.362
H -1.993 -1.865 -0.258
C 1.092 4.972 -1.016
H -4.220 -0.128 1.807
H 2.191 7.521 0.860
C 1.837 1.564 0.758
B -4.080 -0.825 -2.144
H -1.448 1.696 -1.446
C 1.373 -4.189 -1.276
H 0.298 1.406 -1.744
H -0.424 2.882 -2.130
H 0.749 -1.234 1.847
C -0.553 -3.468 0.323
C -0.971 -2.171 -0.481
H -1.012 2.140 0.822
H -3.897 1.447 1.541
H 0.539 4.434 1.853
H 2.434 -5.413 1.015
F -4.256 -1.968 -1.403
H 2.050 0.972 -0.132
H 1.931 3.070 -1.445
H -0.805 3.583 0.254
H -2.023 -5.827 -3.417
H 1.455 5.402 -1.949
H -0.458 -1.276 -0.130
H 3.118 4.389 1.879
C 1.110 3.519 2.006
H 2.873 3.755 -0.171
C -1.356 -5.064 -3.820
H 2.808 1.879 1.138
H -2.712 0.517 1.675
C 0.413 -5.206 -2.085
H 2.819 -2.965 0.746
H 1.366 0.997 1.561
H -0.580 -5.471 -4.469
Br -1.069 0.353 3.449
H 2.492 4.625 3.527
H 3.154 3.135 3.055
Br -6.072 -1.082 3.020
H 2.436 -4.393 -1.149
F -3.067 -1.171 -3.025
H 1.683 -1.899 0.011
C 2.526 3.942 2.678
O 1.038 5.865 0.104
H 0.965 -5.568 -2.951
H 1.166 -3.192 -1.665
H 0.950 -2.786 2.894
N -3.640 0.506 1.276
N 0.956 -3.885 0.227
H -1.876 -4.320 -4.423
O -0.711 -4.469 -2.664
H 0.033 4.884 -1.258
H -0.990 -2.360 -1.554
H 3.089 6.593 -0.134
H 0.762 -5.983 0.881
C 1.372 -2.053 2.206
H 2.311 -1.745 2.665
N 1.100 2.830 0.566
C 1.388 -5.116 1.093
C 1.852 3.679 -0.545
Br -3.609 3.769 1.663
H -3.791 0.453 0.279
C -0.338 2.610 0.106
F -5.170 -0.298 -2.748
H -0.885 -3.463 1.361
F -3.469 0.073 -1.286
C 1.765 -2.689 0.757
H 0.562 2.826 2.645
H 1.137 -4.914 2.134
H 1.805 7.566 -0.815
C 2.043 6.875 -0.006
H 0.105 -6.119 -1.576
H -1.229 -4.259 -0.001
*
```

## Properties
LUMO energy: 1.00 eV
orbital gap: 4.35 eV
E: -9097.25036 Ha
HOMO energy: -3.3438 eV
molecular weight: 637.1 g mol⁻¹



[3]
This record from the Open Molecules 2025 dataset describes 2 unconnected molecules or ions with the total composition C7H18 at a distorted geometry. The level of theory is ωB97M-V/def2-TZVPD.

```
! wB97M-V def2-TZVPD RIJCOSX def2/J DEFGRID3
* xyz 1 2
H 1.029 -2.417 -1.206
H -1.062 -1.287 2.052
C -1.800 2.049 -0.019
C -0.356 2.366 -2.106
H 2.579 -0.980 1.631
C -0.019 -1.613 2.024
H -0.978 2.208 -2.988
H -2.731 2.492 -0.418
H 1.529 -3.292 0.197
H -0.509 3.401 -1.821
H -0.154 0.814 -0.579
C 0.668 -1.346 0.644
H -0.224 -3.083 -0.233
C 0.750 -2.604 -0.160
H -1.265 2.791 0.562
C -1.007 1.364 -1.074
H -1.635 0.760 -1.719
H 2.591 -0.647 -0.064
H 0.681 2.234 -2.405
H -2.345 1.330 0.625
H 0.086 -2.663 2.271
C 1.948 -0.604 0.821
H 0.439 -0.991 2.796
H -0.134 -0.731 0.034
H 1.921 0.447 1.134
*
```

## Properties
LUMO energy (spin up / spin down): -2.58 / -9.98 eV
orbital gap (spin up / spin down): 12.93 / 4.95 eV
E: -277.08791 Ha
relative energy (zero: lowest compared OMol25 entry of this formula, charge and spin): 55.1 kJ/mol
HOMO energy (spin up / spin down): -15.5083 / -14.9362 eV
molecular weight: 102.2 g mol⁻¹



[4]
This record from the Open Molecules 2025 dataset describes a molecular structure, C31H56GeN2OSi3Zn at a distorted geometry. The level of theory is ωB97M-V/def2-TZVPD.

```
! wB97M-V def2-TZVPD RIJCOSX def2/J DEFGRID3
* xyz 1 2
C -2.775 -2.627 -2.825
C 0.873 -0.189 3.178
C -1.564 0.784 -4.170
H -4.460 1.986 -4.365
C 4.618 -1.940 -2.179
C 1.881 1.835 3.002
H 6.392 1.871 0.425
H 4.953 2.659 1.079
H -1.642 1.405 -5.061
C 1.099 -1.503 -2.439
H 1.603 -3.297 4.238
H -2.951 -3.696 -2.933
H -0.287 -2.266 1.916
H 2.350 2.787 3.162
H -5.898 0.499 0.618
H -3.360 -2.117 -3.588
C 0.492 -1.502 3.793
C -5.142 -1.937 -0.965
H -4.865 0.648 -3.305
Si -3.580 1.310 1.068
C 1.792 -2.329 3.780
C -1.936 3.260 -2.382
C 0.010 -1.319 5.231
H -5.448 -1.794 0.069
C 3.475 -1.383 -1.625
C 3.552 -0.085 -1.101
H -3.115 3.725 0.591
H 6.064 3.566 0.084
H 2.455 -3.102 -2.222
Zn -0.159 0.313 -0.072
H -5.626 2.048 -0.161
C 2.711 0.857 0.810
Si -3.266 -2.048 -1.104
H 0.789 -0.917 5.876
H -3.055 -4.220 0.053
H 2.135 -2.490 2.758
H -5.611 -2.850 -1.325
N 2.447 0.355 -0.322
C 1.538 1.292 1.665
H 6.692 0.702 -2.028
C 3.555 3.037 -1.204
H -0.701 -3.228 3.331
H 1.613 0.982 4.971
Ge -2.513 0.217 -0.789
C -5.423 1.468 0.735
H -0.285 -2.286 5.638
H 2.950 2.701 -2.045
H -5.899 1.974 1.572
C 5.796 -1.215 -2.272
H 2.520 -3.236 0.226
C 5.603 2.589 0.208
H 2.585 -1.838 4.343
C 4.826 2.211 -1.061
H -3.602 -0.757 2.487
H 6.680 -1.661 -2.699
H -1.723 -2.439 -3.029
H -1.913 -0.211 -4.430
C -3.310 0.281 2.626
H 0.334 -2.217 -2.743
H 1.500 -1.031 -3.335
H -2.600 3.782 -1.700
C -2.608 -3.238 0.193
H 2.935 3.021 -0.308
H -0.954 3.212 -1.915
C 5.805 0.104 -1.870
C 1.506 0.921 3.904
H 4.578 -2.950 -2.560
C 1.731 -2.684 -0.285
C -2.867 3.024 1.382
H -1.846 3.865 -3.281
H 3.710 0.911 1.237
H -3.278 3.417 2.310
Si -2.593 1.546 -2.793
C -4.392 1.626 -3.340
C 0.701 2.166 0.687
H -1.531 -1.702 3.034
H 1.448 -1.852 0.365
C 4.692 0.710 -1.289
H -4.972 2.298 -2.713
H -3.898 0.683 3.448
H -1.529 -3.354 0.127
H -1.785 3.013 1.481
H -0.513 0.716 -3.910
H 0.603 -0.716 -1.854
C 2.202 -2.201 -1.652
C -0.572 -2.212 2.963
H 0.870 -3.344 -0.393
H 3.827 4.077 -1.379
O 0.785 3.327 0.500
H -2.849 -2.904 1.197
H -0.855 -0.659 5.278
H -5.537 -1.108 -1.547
H 5.464 2.518 -1.898
N 0.811 0.052 1.907
H -2.262 0.302 2.924
*
```

## Properties
LUMO energy (spin up / spin down): -3.19 / -5.10 eV
orbital gap (spin up / spin down): 7.48 / 5.88 eV
E: -6124.13240 Ha
HOMO energy (spin up / spin down): -10.6758 / -10.9899 eV
molecular weight: 695.1 g mol⁻¹



What did the first record say?
This record from the Open Molecules 2025 dataset describes 2 unconnected molecules or ions with the total composition C3BrF3O2 at a distorted geometry. The level of theory is ωB97M-V/def2-TZVPD.

```
! wB97M-V def2-TZVPD RIJCOSX def2/J DEFGRID3
* xyz 0 1
Br 2.899 0.208 1.827
C 0.207 -0.250 0.128
F -1.453 -0.422 -1.585
O 2.103 2.794 0.886
C -1.270 -0.127 -0.301
C 2.035 1.643 0.884
F -2.204 -0.936 0.291
O 0.937 -1.123 0.475
F -1.778 1.135 -0.135
*
```

## Properties
LUMO energy (spin up / spin down): -1.39 / -1.13 eV
orbital gap (spin up / spin down): 8.09 / 7.88 eV
E: -3138.27911 Ha
relative energy (zero: lowest compared OMol25 entry of this formula, charge and spin): 253.2 kJ/mol
HOMO energy (spin up / spin down): -9.4870 / -9.0173 eV
molecular weight: 204.9 g mol⁻¹